# 1
83
Properties=species:S:1:pos:R:3:forces:R:3 method="wB97M-V/def2-TZVPD" multiplicity=1 gap_ev=6.9 max_force_ev_per_a=1.86 e_lumo_ev=-4.67 total_energy_ha=-7579.594648 total_charge=+1
O -2.5729 2.2048 0.0912 0.274 0.630 -0.535
C -2.2155 2.7469 -0.9382 -0.632 -0.342 1.390
C -0.7241 2.9760 -1.1406 1.176 -0.203 -1.107
C -0.2205 2.4706 -2.5474 -1.198 0.336 0.622
S 1.5450 2.1050 -2.4335 1.077 0.544 0.219
C 1.8763 0.3457 -2.7687 -0.582 -1.355 -0.383
C 0.6885 -0.4987 -3.2968 -0.293 0.341 0.747
C -0.1695 -0.9685 -2.1162 0.275 0.047 0.377
F -1.2445 -1.7180 -2.5465 0.013 0.250 -0.182
N 2.3508 2.9346 -3.7119 -0.766 -1.419 -0.026
C 1.7111 2.8823 -4.7819 -0.407 1.620 0.296
S 0.7894 3.2321 -5.9623 0.355 -0.630 -0.241
N -3.1698 3.2016 -1.8999 0.901 -0.578 0.549
C -3.2334 2.2035 -2.9549 0.030 0.750 -1.070
C -3.6714 0.9078 -2.7842 -0.263 -0.126 1.085
C -3.6511 0.0029 -3.8301 -0.090 -0.498 0.086
C -3.2052 0.3876 -5.0772 0.032 -0.088 -0.131
C -2.8002 1.7038 -5.2697 0.033 -0.324 -0.920
C -2.8084 2.5906 -4.2213 0.062 0.719 -0.139
H -0.4429 4.0346 -1.0691 -0.415 -0.121 0.131
H -0.1362 2.4497 -0.3813 -0.624 0.023 0.206
H -0.4235 3.2807 -3.2558 0.503 -0.394 -0.229
H -0.8334 1.6098 -2.8250 0.570 -0.028 -0.311
H 2.2306 -0.1087 -1.8335 0.002 0.482 0.006
H 2.7026 0.2684 -3.4839 -0.076 0.593 0.180
H 0.0651 0.1160 -3.9581 0.169 -0.452 -0.287
H 1.0881 -1.3869 -3.7951 -0.095 0.294 -0.207
H -0.5354 -0.1077 -1.5303 -0.146 -0.230 -0.135
H 0.4022 -1.6147 -1.4375 0.016 0.279 -0.188
H -4.0499 3.2791 -1.3956 -0.036 -0.150 -0.123
H -4.0349 0.5968 -1.8050 0.100 0.012 -0.153
H -3.9759 -1.0158 -3.6389 0.028 0.145 -0.111
H -3.1745 -0.3270 -5.8959 -0.036 0.137 0.106
H -2.4767 1.9982 -6.2851 -0.679 0.290 1.704
H -2.4840 3.6151 -4.4027 -0.169 -0.092 0.211
Cl 2.0433 -4.4233 1.3276 -0.030 0.108 -0.001
C 1.2105 -5.1704 -0.0577 -0.067 0.008 0.007
C 2.0291 -5.0874 -1.3210 -0.009 -0.381 0.002
Cl 2.1918 -3.4138 -1.9324 0.123 -0.023 -0.011
H 0.2428 -4.6859 -0.1702 0.047 0.042 -0.014
H 1.0420 -6.2157 0.1966 0.074 -0.009 -0.049
H 1.5489 -5.6638 -2.1100 -0.050 0.080 -0.003
H 3.0311 -5.4820 -1.1710 0.021 0.129 0.036
Cl 4.5944 -7.4784 6.2600 0.028 -0.024 -0.006
C 4.3585 -5.8978 5.4693 -0.068 0.052 -0.040
C 3.9503 -6.0412 4.0231 -0.109 0.061 0.038
Cl 5.2662 -6.6955 3.0111 -0.005 -0.032 -0.048
H 5.2805 -5.3300 5.5708 0.017 -0.058 -0.034
H 3.5792 -5.3794 6.0244 -0.004 -0.040 -0.096
H 3.6928 -5.0667 3.6137 0.079 -0.071 0.081
H 3.0869 -6.6943 3.9146 0.085 -0.085 0.033
Cl -1.5475 1.3873 -7.8719 0.871 -0.258 -1.174
C -0.3369 1.5849 -9.1767 0.036 0.058 -0.279
C -0.4011 0.4676 -10.1872 0.010 -0.008 -0.109
Cl 0.1348 -1.0841 -9.4975 -0.027 0.006 0.043
H 0.6460 1.6473 -8.7144 -0.043 -0.109 0.068
H -0.5486 2.5364 -9.6627 -0.087 -0.043 -0.011
H 0.2592 0.6906 -11.0240 0.030 0.036 0.055
H -1.4094 0.3363 -10.5731 -0.001 -0.023 0.074
Cl -2.1038 5.0295 5.7677 0.010 0.059 -0.021
C -2.9517 4.2392 4.4135 -0.111 -0.103 0.036
C -2.1693 4.3008 3.1273 0.028 -0.139 -0.042
Cl -2.0556 5.9554 2.4722 0.033 -0.004 -0.013
H -3.9280 4.7075 4.3116 0.060 0.074 -0.001
H -3.0995 3.1985 4.6992 0.044 -0.005 -0.044
H -2.6650 3.6951 2.3722 -0.065 -0.031 -0.011
H -1.1576 3.9227 3.2605 -0.001 0.084 0.052
Cl 3.1008 -3.3604 7.7775 0.012 0.036 0.013
C 2.8601 -1.7850 6.9807 -0.031 0.144 0.104
C 2.4501 -1.9280 5.5380 -0.183 0.106 0.012
Cl 3.7679 -2.5805 4.5251 0.007 0.099 -0.024
H 3.7819 -1.2153 7.0763 0.030 -0.083 -0.027
H 2.0780 -1.2672 7.5353 -0.036 -0.055 -0.067
H 2.1915 -0.9514 5.1308 0.067 0.018 0.047
H 1.5870 -2.5810 5.4289 0.080 -0.073 0.027
Cl 0.6348 1.2427 7.6264 0.054 -0.062 -0.049
C -0.9239 2.0741 7.8778 -0.113 0.199 -0.052
C -1.3857 2.0005 9.3105 -0.029 0.074 0.057
Cl -1.8435 0.3455 9.7835 0.028 -0.018 -0.001
H -1.6522 1.6337 7.2006 0.039 -0.091 0.050
H -0.7738 3.1127 7.5878 0.018 -0.017 0.064
H -2.2678 2.6254 9.4430 -0.003 -0.015 -0.074
H -0.6152 2.3467 9.9956 0.029 -0.076 -0.029


# 2
22
Properties=species:S:1:pos:R:3:forces:R:3 method="wB97M-V/def2-TZVPD" multiplicity=1 gap_ev=3.4 max_force_ev_per_a=2.09 e_lumo_ev=3.20 total_energy_ha=-538.607299 total_charge=-1
C -1.2083 -1.1413 -1.9882 -0.252 -0.875 -0.126
Pb -0.6433 -0.0193 -0.0985 -0.270 0.581 0.285
N 1.3234 0.8947 -1.3835 1.418 0.439 -1.469
H -0.8145 -1.1118 1.3548 -0.965 -0.990 1.002
H -1.8923 1.3205 -0.4450 -0.701 0.103 0.255
H -2.2032 -1.5895 -1.9214 0.066 0.013 -0.240
H -0.4644 -1.9435 -2.0595 -0.126 0.013 -0.207
H -1.1409 -0.4893 -2.8602 -0.026 0.050 0.028
H 2.1098 0.4666 -0.8974 -0.213 0.113 -0.194
H 1.4025 1.9061 -1.3052 0.144 0.003 -0.153
H 1.3109 0.6121 -2.3709 0.202 0.228 0.397
C 3.2259 2.0199 3.4672 -0.031 -0.516 0.123
C 2.5454 2.8588 2.5784 -0.297 -0.215 -0.125
C 1.7380 2.2890 1.5964 0.412 -0.582 0.614
N 1.6121 0.9614 1.4609 0.658 0.278 0.149
C 2.2253 0.1366 2.3244 0.308 0.941 0.375
C 3.0586 0.6336 3.3487 -0.552 -0.034 -0.334
H 3.8520 2.4289 4.2653 -0.195 -0.089 -0.304
H 2.6011 3.9370 2.6461 0.167 0.048 0.064
H 1.1628 2.9169 0.9055 0.179 -0.284 0.119
H 2.0410 -0.9377 2.2111 0.083 0.389 -0.138
H 3.5227 -0.0846 4.0291 -0.008 0.386 -0.123


# 3
17
Properties=species:S:1:pos:R:3:forces:R:3 method="wB97M-V/def2-TZVPD" multiplicity=1 gap_ev=10.2 max_force_ev_per_a=4.80 e_lumo_ev=1.05 total_energy_ha=-251.772954 total_charge=0 smiles="C=C(C)CCN"
C -0.3372 1.3436 -1.5245 -1.804 -2.224 3.698
C -0.1833 0.1407 -0.8794 0.977 0.467 -0.339
C 0.6946 -0.9795 -1.4128 0.936 -0.053 -1.233
C -0.8791 -0.3050 0.4097 -3.447 1.281 -3.082
C -0.1507 -0.4021 1.6892 0.666 1.359 1.720
N 0.6640 0.8429 1.7201 2.020 0.074 -3.934
H -0.2847 1.3650 -2.5501 1.118 0.471 -2.257
H -0.9930 2.0876 -1.0360 0.491 -0.349 -0.342
H 1.1137 -0.7299 -2.4565 -0.252 -0.326 1.751
H 1.5059 -1.3327 -0.6846 -0.833 0.988 -0.977
H 0.1208 -1.8957 -1.5467 -0.330 -0.042 -0.049
H -1.6740 0.4988 0.6170 1.073 -0.955 -0.463
H -1.5402 -1.1439 -0.0423 1.220 0.623 1.523
H 0.3242 -1.3377 2.0772 -0.236 0.581 -0.825
H -0.9329 -0.0516 2.3600 -0.025 -1.179 0.847
H 1.2878 0.9618 0.7464 -1.986 -0.511 3.598
H 1.2640 0.9379 2.5134 0.415 -0.204 0.365


# 4
10
Properties=species:S:1:pos:R:3:forces:R:3 method="wB97M-V/def2-TZVPD" multiplicity=1 gap_ev=10.9 max_force_ev_per_a=3.31 e_lumo_ev=0.96 total_energy_ha=-247.218970 total_charge=0 smiles="O=CN1CC1"
O -0.2699 -2.3703 -1.1634 -0.451 -0.808 -0.756
C 0.0963 -1.3125 -0.7942 0.856 0.923 1.539
N -0.6493 -0.3990 -0.0575 -0.784 0.672 1.215
C -0.3138 1.0331 -0.1582 -2.168 -0.317 -0.504
C 0.1493 0.3674 1.0118 -2.818 -0.623 1.622
H 1.1125 -0.9383 -0.7755 1.410 -0.298 -1.005
H 0.4956 1.3334 -0.7147 1.336 0.784 -2.155
H -1.2713 1.5412 -0.2251 0.601 0.648 0.182
H 1.2231 0.1823 0.9720 -0.287 -0.033 0.938
H -0.5725 0.5627 1.9048 2.305 -0.947 -1.077


# 5
55
Properties=species:S:1:pos:R:3:forces:R:3 method="wB97M-V/def2-TZVPD" multiplicity=2 gap_ev="7.1 / 6.6" s2=0.76 max_force_ev_per_a=0.25 e_lumo_ev="0.21 / -1.66" total_energy_ha=-8932.877946 total_charge=0
Hg 0.8950 2.5018 0.9696 -0.037 -0.064 -0.006
Br 8.1021 1.5814 0.2263 0.047 0.002 -0.001
C 6.2261 1.4171 0.2220 -0.028 0.002 0.000
C 5.5560 1.0966 1.3891 -0.005 -0.011 -0.012
C 4.1753 0.9917 1.3283 -0.018 -0.033 0.003
N 3.4677 1.1826 0.2173 0.032 0.073 -0.023
C 4.1371 1.4893 -0.8923 -0.014 0.019 0.014
C 5.5157 1.6183 -0.9482 0.000 -0.021 0.003
H 6.0859 0.9339 2.3163 -0.003 -0.002 -0.002
H 3.6108 0.7376 2.2193 -0.003 0.023 -0.001
H 3.5430 1.6393 -1.7876 -0.001 0.014 0.008
H 6.0141 1.8657 -1.8742 -0.004 0.009 0.004
C -2.4891 -3.3803 0.2442 -0.051 0.040 -0.102
Si -1.0496 -2.5115 1.0647 0.036 -0.148 0.077
C 0.4703 -3.5548 0.7449 0.083 0.020 -0.021
C -1.3816 -2.4253 2.9027 -0.024 0.082 0.052
As -0.5818 -0.3178 0.3659 0.008 0.253 -0.001
Si -0.0957 -0.4874 -1.9259 0.021 -0.045 0.013
C -0.0795 1.2271 -2.6692 -0.011 0.084 0.036
C 1.6317 -1.1956 -2.0151 0.064 -0.037 0.010
C -1.2777 -1.5954 -2.8610 -0.080 -0.030 -0.015
Si -2.6312 0.8384 0.6193 -0.028 -0.045 0.142
C -4.1534 -0.2280 0.4021 -0.026 -0.068 -0.045
C -2.5928 1.4189 2.3963 0.040 0.035 0.047
C -2.7014 2.2802 -0.5529 0.082 0.028 -0.136
H -2.5784 -4.3782 0.6841 0.006 0.001 -0.013
H -2.3356 -3.4984 -0.8294 0.004 -0.015 0.012
H -3.4355 -2.8628 0.3897 -0.002 -0.018 0.022
H 0.3495 -4.5288 1.2268 0.011 0.005 -0.001
H 1.3800 -3.0909 1.1300 -0.009 -0.004 0.010
H 0.6085 -3.7302 -0.3239 -0.005 -0.019 0.011
H -1.4865 -3.4329 3.3133 0.000 0.007 0.000
H -2.3058 -1.8818 3.1122 0.001 -0.015 0.005
H -0.5720 -1.9196 3.4319 0.003 -0.018 0.000
H 0.5007 1.9178 -2.0510 0.020 -0.002 -0.028
H -1.0810 1.6442 -2.7680 0.011 -0.001 -0.031
H 0.3767 1.1992 -3.6625 -0.003 -0.018 0.006
H 2.3211 -0.5821 -1.4323 -0.008 -0.001 -0.010
H 1.9836 -1.2333 -3.0500 -0.007 0.004 0.008
H 1.6724 -2.2071 -1.6079 0.006 0.001 -0.025
H -2.3190 -1.3605 -2.6307 0.006 0.010 -0.026
H -1.1065 -2.6433 -2.6051 -0.008 0.008 -0.010
H -1.1353 -1.4873 -3.9397 0.012 -0.002 0.012
H -4.2389 -0.9540 1.2131 -0.022 0.007 -0.009
H -4.1558 -0.7722 -0.5440 -0.013 0.027 -0.003
H -5.0427 0.4081 0.4304 0.015 0.000 0.004
H -2.5916 0.5680 3.0817 -0.009 0.013 0.004
H -3.4647 2.0392 2.6187 0.004 -0.011 -0.006
H -1.6993 2.0117 2.6044 -0.028 0.031 -0.010
H -2.9255 1.9546 -1.5709 -0.050 -0.004 0.019
H -1.7659 2.8412 -0.5776 -0.016 0.020 -0.001
H -3.4737 2.9839 -0.2349 -0.010 -0.019 0.004
Se 0.9746 5.2709 1.0145 -0.105 -0.211 -0.043
C -0.8517 5.2885 0.8045 0.106 0.060 0.029
N -1.9985 5.3125 0.6708 0.009 -0.017 0.026


# 6
8
Properties=species:S:1:pos:R:3:forces:R:3 method="wB97M-V/def2-TZVPD" multiplicity=3 gap_ev="7.1 / 7.5" s2=2.01 max_force_ev_per_a=10.31 e_lumo_ev="0.77 / -2.97" total_energy_ha=-2765.163792 total_charge=0
C 0.1936 0.8918 -0.7481 -2.351 6.148 -7.934
C 0.6099 0.2082 0.3082 -0.257 -7.908 5.967
C -0.3249 -1.0344 0.4233 2.200 1.273 0.452
O -0.2520 -2.0440 -0.1811 -0.157 -0.030 -0.053
Br -1.7376 -0.6545 1.6554 -0.759 0.074 0.484
H 0.6576 1.8442 -1.0143 -0.500 -0.179 0.031
H -0.4668 0.4341 -1.4924 0.593 0.209 0.136
H 1.3203 0.3546 1.0490 1.230 0.413 0.917